Entry 1:
A 2-piece molecular cluster, CH6O2 overall. Source: OMol25; level of theory: wB97M-V/def2-TZVPD.

```
! wB97M-V def2-TZVPD RIJCOSX def2/J DEFGRID3
* xyz 1 2
C 1.3478 -0.6842 1.4529
O 0.2044 -1.0899 0.7014
H 1.2932 -0.8019 2.5796
H 2.2596 -1.1894 1.0213
H 1.3433 0.4596 1.0495
H -0.0981 -1.9534 1.0497
H -1.7983 1.1006 -2.6322
H -0.9569 1.1827 -1.3542
O -1.4706 1.7533 -2.0053
*
```

## Properties
Energy above the lowest of the compared OMol25 structures with the same formula, charge and spin = 110.3 kJ/mol
E_HOMO (alpha / beta) = -0.558 / -0.535 Eh
⟨S²⟩ = 0.75
E = -5217.245 eV
M = 50.1 g/mol



Entry 2:
A 2-piece molecular cluster, CH6O2Si overall. Source: OMol25; level of theory: wB97M-V/def2-TZVPD.

```
! wB97M-V def2-TZVPD RIJCOSX def2/J DEFGRID3
* xyz 0 3
C -2.0227 1.3874 0.4460
O 0.9390 -0.6566 -1.6312
O 2.7658 -2.2539 -0.3211
Si 1.8148 -1.0340 -0.4647
H -1.2551 1.6540 1.1809
H -2.0345 2.1698 -0.2326
H -2.8496 1.5996 1.0820
H -1.9731 0.3855 0.0736
H 2.7465 -3.0779 -0.8535
H 1.8688 -0.1740 0.7208
*
```

## Properties
Energy above the lowest of the compared OMol25 structures with the same formula, charge and spin = 18.4 kJ/mol
E_HOMO (alpha / beta) = -0.183 / -0.464 Eh
⟨S²⟩ = 2.01
E = -13102.283 eV
M = 78.1 g/mol



Entry 3:
A 3-piece molecular cluster, CH6O3 overall. Source: OMol25; level of theory: wB97M-V/def2-TZVPD.

```
! wB97M-V def2-TZVPD RIJCOSX def2/J DEFGRID3
* xyz 1 2
O 0.0554 -0.0759 0.4842
C -0.1819 0.7812 -0.2978
H -1.2351 1.1054 -0.5196
H 0.6122 1.2953 -0.8904
H 2.1272 -0.1706 0.3083
H 3.6457 -0.1282 0.4585
O 2.9236 0.1444 -0.1106
H -3.2812 -1.4828 -0.1119
H -2.0047 -0.7838 0.3243
O -2.8568 -0.6066 -0.0857
*
```

## Properties
Energy above the lowest of the compared OMol25 structures with the same formula, charge and spin = 22.3 kJ/mol
E_HOMO (alpha / beta) = -0.601 / -0.590 Eh
⟨S²⟩ = 0.76
E = -7264.961 eV
M = 66.1 g/mol



Entry 4:
A 2-piece molecular cluster, CH6OS2 overall. Source: OMol25; level of theory: wB97M-V/def2-TZVPD.

```
! wB97M-V def2-TZVPD RIJCOSX def2/J DEFGRID3
* xyz 0 1
S -3.5014 -2.0563 0.5161
S -1.5240 -1.3365 0.5343
H -3.2467 -2.3075 1.8487
H -1.9538 -0.4522 -0.4378
C 1.8080 1.3287 -0.6781
O 1.4636 0.7206 0.6176
H 2.5111 0.6359 -1.1264
H 0.9111 1.4791 -1.3004
H 2.1220 2.2781 -0.5841
H 1.4103 -0.2900 0.6102
*
```

## Properties
Energy above the lowest of the compared OMol25 structures with the same formula, charge and spin = 139.5 kJ/mol
E_HOMO = -0.320 Eh
E = -24850.780 eV
M = 98.2 g/mol
Structure (SMILES) = CO.SS



Entry 5:
A 2-piece molecular cluster, CH6OSSi overall. Source: OMol25; level of theory: wB97M-V/def2-TZVPD.

```
! wB97M-V def2-TZVPD RIJCOSX def2/J DEFGRID3
* xyz 0 1
C 0.6995 -1.0503 -0.0831
O 0.7470 0.3490 0.0687
Si -0.5709 1.3312 0.0064
S 3.1878 0.3784 -0.0070
H 0.8045 -1.3044 -1.1389
H -0.2342 -1.4621 0.3033
H 1.5392 -1.4783 0.4654
H -1.4807 0.8619 1.0630
H -0.0260 2.6507 0.2221
H -1.2714 1.1239 -1.2669
*
```

## Properties
Energy above the lowest of the compared OMol25 structures with the same formula, charge and spin = 12.5 kJ/mol
E_HOMO (alpha / beta) = -0.340 / -0.340 Eh
E = -21891.609 eV
M = 94.2 g/mol



Entry 6:
One molecule with the formula CH6P2S. Source: OMol25; level of theory: wB97M-V/def2-TZVPD.

```
! wB97M-V def2-TZVPD RIJCOSX def2/J DEFGRID3
* xyz 0 1
C 0.1880 -1.3437 0.1571
P 1.9806 1.1625 0.0508
P -2.0029 1.2994 0.1000
S -0.0195 0.5114 0.2790
H 0.9342 -1.5334 -0.6718
H 0.4315 -1.9149 1.0596
H -0.9022 -1.7638 0.0273
H 1.8840 1.8620 -1.1979
H -2.0590 1.4936 -1.3252
H -0.4347 0.2270 1.5211
*
```

## Properties
Energy above the lowest of the compared OMol25 structures with the same formula, charge and spin = 430.8 kJ/mol
E_HOMO = -0.279 Eh
E = -30541.933 eV
M = 112.1 g/mol
Structure (SMILES) = C[SH](=P)=P